Entry 1:
The following is a quantum chemistry calculation of a cluster of 2 separate species, C19H43BClN8O6PS in total at a distorted geometry, from the OMol25 dataset.

HOMO: -7.9 eV
Max |F|: 1.6 eV/Å
Gap between HOMO and LUMO: 7.9 eV

Positions of all 80 atoms, in Å:
C -6.0927 1.5861 1.6190
C -5.0674 1.5302 2.7503
C -3.8117 2.3489 2.4304
C -2.8320 1.5656 1.5693
N -1.5055 2.1751 1.6475
N -0.6297 1.8049 0.5957
B -0.3416 3.0067 -0.3040
O -1.2971 3.3944 -1.1822
N 0.8198 3.8346 -0.1276
C 2.0598 3.0788 0.1281
C 0.5796 4.7539 0.9951
C -0.1582 0.5613 0.5335
N -0.2636 -0.3544 1.5325
P -0.0488 0.2379 3.2581
O 1.5322 0.2164 3.2887
Cl -0.6815 -1.4466 4.2834
C 0.2737 -1.6700 1.0074
C -0.9873 -2.5041 0.7605
S 1.3457 -2.6395 2.1135
C 1.1045 -1.1905 -0.2414
C 1.0738 -2.2836 -1.3181
C 2.1488 -2.3236 -2.4037
C 1.8653 -3.4386 -3.4166
C 0.6869 -3.1614 -4.3304
O 0.5857 -4.1701 -5.3400
C 2.5681 -0.9114 0.1612
N 3.2119 0.0672 -0.7246
C 4.6467 -0.1971 -0.9195
N 0.4919 0.1181 -0.5765
C 0.0445 0.4144 -1.9438
C -1.4414 0.3267 -2.2982
C -2.2247 -0.9321 -2.0482
N -2.0505 1.2726 -2.8949
H -5.6303 1.2979 0.6747
H -6.4840 2.5949 1.5000
H -6.9111 0.8957 1.8054
H -5.5076 1.9124 3.6684
H -4.7892 0.4881 2.9053
H -4.1121 3.2503 1.8928
H -3.3013 2.6173 3.3551
H -2.7713 0.5416 1.9398
H -3.1747 1.5132 0.5283
H -1.5599 3.1840 1.6807
H -2.1225 2.9101 -1.0861
H 2.9058 3.7355 -0.0769
H 2.1551 2.2292 -0.5404
H 2.1506 2.7607 1.1699
H -0.3766 5.2683 0.8979
H 1.3537 5.5201 1.0057
H 0.6138 4.2500 1.9681
H 2.0135 -0.3119 4.0187
H -1.7928 -1.8884 0.3750
H -1.3193 -2.8458 1.7397
H -0.8249 -3.3902 0.1551
H 0.9875 -3.8120 1.5823
H 1.0659 -3.2592 -0.8360
H 0.1216 -2.2196 -1.8440
H 3.1229 -2.5363 -1.9683
H 2.2299 -1.3896 -2.9624
H 2.7408 -3.5385 -4.0571
H 1.7351 -4.3894 -2.8972
H -0.2543 -3.1330 -3.7802
H 0.8547 -2.2225 -4.8578
H -0.0709 -4.8059 -5.0638
H 2.5884 -0.5100 1.1763
H 3.1417 -1.8355 0.2158
H 2.7860 0.0266 -1.6388
H 5.0431 -0.7728 -0.0872
H 5.1895 0.7442 -0.9659
H 4.8419 -0.7590 -1.8355
H 0.3627 1.4262 -2.2127
H 0.5882 -0.2195 -2.6390
H -1.6528 -1.7335 -1.6092
H -3.1215 -0.7184 -1.4715
H -2.5690 -1.2807 -3.0225
H -1.4509 2.0792 -3.0530
N 3.9195 -1.6903 3.9062
O 4.1899 -2.8934 3.8525
O 3.0013 -1.3022 4.6996
O 4.4886 -0.8584 3.1877


Entry 2:
The following is a quantum chemistry calculation of a structure of composition C19H43CeOP3SSe at a distorted geometry, from the OMol25 dataset.

HOMO (spin up / spin down): -17.9 / -17.8 eV
Relative energy (zero: lowest compared OMol25 entry of this formula, charge and spin): 1.405 eV
Max |F|: 3.2 eV/Å
Gap between HOMO and LUMO (spin up / spin down): 2.4 / 2.4 eV
Charge: +4

Positions of all 69 atoms, in Å:
Ce 0.2202 -0.1660 0.1349
P -2.5120 -0.0919 -0.7167
P 0.2071 -2.9463 -0.5117
P 0.0043 2.7053 -0.4305
H 1.7176 -0.9510 -2.2051
C 1.9080 0.0047 -1.6975
C 2.6452 0.0570 -0.5216
H 3.0860 -0.8588 -0.0869
C -2.9454 -0.1566 -2.4830
C -3.4397 -1.5343 -0.0758
C -3.5963 1.2649 -0.1420
C 1.8774 -3.6955 -0.4985
C -0.6464 -4.0664 0.6610
C -0.4233 -3.6398 -2.0775
C 1.6034 3.6013 -0.4689
C -0.9216 3.7918 0.7343
C -0.7301 3.2674 -2.0077
H 1.6485 0.9103 -2.2605
H 3.0206 1.0143 -0.1254
H -4.0382 -0.1953 -2.5867
H -2.4996 -1.0463 -2.9443
H -2.5572 0.7318 -2.9968
H -4.5042 -1.3939 -0.3101
H -3.3179 -1.6004 1.0138
H -3.0851 -2.4669 -0.5325
H -4.6339 1.0032 -0.3932
H -3.3337 2.2151 -0.6232
H -3.5089 1.3798 0.9468
H 1.7822 -4.7394 -0.8294
H 2.2858 -3.6644 0.5206
H 2.5482 -3.1475 -1.1725
H -0.6962 -5.0739 0.2209
H -1.6586 -3.6998 0.8732
H -0.0792 -4.1033 1.5998
H -0.0931 -4.6870 -2.1258
H -0.0191 -3.0840 -2.9324
H -1.5184 -3.5894 -2.1039
H 1.4246 4.6372 -0.7912
H 2.2941 3.1134 -1.1682
H 2.0584 3.6082 0.5321
H -0.8898 4.8255 0.3522
H -0.4672 3.7642 1.7349
H -1.9684 3.4677 0.8175
H -0.5086 4.3361 -2.1302
H -1.8167 3.1194 -2.0105
H -0.2972 2.7120 -2.8478
C 1.0090 0.1134 -6.2675
C 2.1863 -0.1131 -5.5270
C 3.4376 -0.0465 -6.1518
C 3.5319 0.2154 -7.5306
C 2.3559 0.4000 -8.2791
C 1.1059 0.3466 -7.6573
Se -0.6927 0.1354 -5.4228
H -0.1702 -0.1899 -4.0398
H 2.1145 -0.3273 -4.4582
H 4.3468 -0.2001 -5.5601
H 4.5151 0.2715 -8.0138
H 2.4205 0.5883 -9.3537
H 0.1921 0.4934 -8.2373
C -1.2685 0.0920 4.7921
S -0.9274 1.1036 3.3288
C 0.7464 1.6118 3.7335
O -0.6128 0.0243 2.2033
H -1.6513 0.7922 5.5547
H -0.3336 -0.3728 5.1320
H -2.0322 -0.6484 4.5062
H 1.1580 0.8383 4.3942
H 1.3531 1.6838 2.8186
H 0.7298 2.5698 4.2681


Entry 3:
The following is a quantum chemistry calculation of a structure of composition C19H43Cl2F3P2Pr at a distorted geometry, from the OMol25 dataset.

HOMO (spin up / spin down): -3.4 / -3.4 eV
Max |F|: 3.8 eV/Å
2S+1: 3
Gap between HOMO and LUMO (spin up / spin down): 5.9 / 5.9 eV
Charge: -1

Positions of all 70 atoms, in Å:
Pr -1.3167 -0.5479 -0.2488
Cl 0.3869 -0.4756 -2.3083
P -1.9803 2.2076 -0.4270
C -2.8493 1.9300 -2.0798
C -3.2925 2.5453 0.8724
C -0.9051 3.6919 -0.6703
C -2.9946 0.4356 -2.4469
H -2.1386 2.3789 -2.7977
C -4.1995 2.6380 -2.1537
H -4.9192 2.1722 -1.4692
H -4.5904 2.5358 -3.1734
H -4.1343 3.7057 -1.9247
H -2.0195 -0.0069 -2.7335
H -3.6493 0.3269 -3.3239
H -3.4753 -0.1745 -1.6445
H -0.3008 3.4027 -1.5538
C 0.0909 3.9329 0.4857
C -1.7721 4.9082 -1.0154
H -2.2283 4.8029 -2.0045
H -1.1615 5.8235 -1.0314
H -2.5703 5.0519 -0.2744
H 0.4406 2.9904 0.9174
H -0.3350 4.5671 1.2733
H 0.9743 4.4595 0.0897
C -4.1192 1.2626 1.1342
H -3.9627 3.3294 0.4699
C -2.6644 3.0388 2.1822
H -4.6183 0.8688 0.2388
H -4.9035 1.4958 1.8676
H -3.4924 0.4673 1.5789
H -1.8980 2.3274 2.5385
H -3.4409 3.1018 2.9604
H -2.2101 4.0355 2.0992
Cl -1.1100 -0.7525 2.3987
H 0.3657 0.5666 0.3388
P 2.6732 -1.8972 0.1554
C 4.0756 -1.0577 -0.6722
C 3.0265 -2.4512 1.8917
C 2.0414 -3.2473 -0.9415
C 3.9458 0.4577 -0.4359
H 3.9033 -1.2467 -1.7499
C 5.3992 -1.6860 -0.2471
H 5.6146 -1.4764 0.8084
H 6.1979 -1.2381 -0.8482
H 5.4214 -2.7640 -0.4266
H 2.9821 0.8199 -0.8144
H 4.7540 0.9877 -0.9604
H 4.0186 0.7041 0.6348
H 1.9150 -2.7196 -1.9055
C 0.6245 -3.7550 -0.5551
C 3.0915 -4.3504 -1.0995
H 3.9548 -4.0040 -1.6786
H 2.6568 -5.2005 -1.6445
H 3.4341 -4.7188 -0.1185
H 0.1821 -3.2057 0.2949
H 0.6309 -4.8191 -0.2812
H -0.0691 -3.6506 -1.4064
C 3.2395 -1.1785 2.7291
H 3.9504 -3.0535 1.8569
C 1.8730 -3.2838 2.4633
H 4.1643 -0.6448 2.4660
H 3.2964 -1.4374 3.7954
H 2.3778 -0.5105 2.5806
H 0.9624 -2.6666 2.4911
H 2.1086 -3.5696 3.4957
H 1.6801 -4.2079 1.9078
F -4.3750 -2.3925 0.2739
C -3.0492 -2.6553 -0.0303
F -2.6240 -3.4987 0.9781
F -3.0847 -3.4260 -1.1720


Entry 4:
The following is a quantum chemistry calculation of a structure of composition C19H43F3Li2N2O5 at a distorted geometry, from the OMol25 dataset.

HOMO: -8.6 eV
Relative energy (zero: lowest compared OMol25 entry of this formula, charge and spin): 0.000 eV
Max |F|: 1.7 eV/Å
Gap between HOMO and LUMO: 9.0 eV

Positions of all 74 atoms, in Å:
Li 1.6886 1.7260 -0.4730
Li 0.8720 1.1775 1.9673
O 2.1140 2.5194 1.1914
H 2.6964 3.2379 1.3920
O 0.3682 0.4763 0.1923
H 0.0612 -0.2381 -0.3462
C 3.4081 4.1296 -3.3679
C 2.9390 3.2947 -2.1468
N 1.7352 2.4994 -2.3810
C 1.9253 1.3613 -3.2672
C 3.0913 0.4552 -2.8726
C 0.5807 3.3068 -2.7595
C -0.7542 2.5874 -2.5801
H 3.7266 3.4713 -4.1816
H 4.2516 4.7660 -3.1035
H 2.6051 4.7533 -3.7522
H 3.7456 2.6616 -1.7878
H 2.8003 4.0538 -1.3734
H 1.0482 0.7105 -3.2813
H 2.0047 1.6488 -4.3297
H 2.9699 0.1548 -1.8241
H 3.0241 -0.4971 -3.4006
H 4.0699 0.9002 -3.0273
H 0.6634 3.6726 -3.7922
H 0.5699 4.2111 -2.1420
H -0.7496 1.7456 -3.2787
H -1.5854 3.2275 -2.8670
H -0.8697 2.1888 -1.5725
C 1.6542 2.0169 4.9629
C 0.2016 1.5549 4.8573
N 0.0527 0.6068 3.7152
C -1.3476 0.5583 3.2669
C -1.7794 1.8412 2.5621
C 0.5234 -0.7248 4.0972
C 1.0070 -1.5580 2.8980
H 1.9915 2.5172 4.0505
H 2.3384 1.1770 5.0751
H 1.7836 2.7320 5.7760
H -0.1113 1.0475 5.7765
H -0.4336 2.4195 4.7033
H -1.4782 -0.2682 2.5638
H -2.0407 0.3080 4.0836
H -2.6901 1.7161 1.9725
H -1.9466 2.6782 3.2410
H -1.0760 2.2262 1.8165
H -0.2804 -1.3526 4.5062
H 1.3442 -0.6100 4.7964
H 0.1972 -1.7858 2.2044
H 1.3995 -2.5326 3.1970
H 1.8068 -1.0588 2.3453
C -2.3584 -2.2697 0.6965
C -2.6368 -3.4669 -0.1863
O -3.8785 -4.0278 0.2222
C -4.2057 -5.2068 -0.2898
O -3.5694 -5.8179 -1.0922
C -5.5386 -5.7442 0.3011
F -5.3259 -6.9483 0.8273
F -6.0015 -4.9512 1.2640
F -6.4463 -5.8713 -0.6523
H -2.0908 -2.6496 1.6885
H -3.1689 -1.5660 0.8791
H -1.4953 -1.7027 0.3433
H -1.8158 -4.1822 -0.1230
H -2.6854 -3.1759 -1.2387
C -1.0145 -1.4533 -3.0390
C 0.3774 -2.0193 -3.1262
O 1.0049 -2.0064 -4.1569
C 1.0360 -2.5588 -1.8758
H -1.1956 -0.9801 -2.0716
H -1.7636 -2.2291 -3.1964
H -1.1078 -0.6812 -3.8021
H 2.0666 -2.8421 -2.0982
H 0.6069 -3.5060 -1.5324
H 1.0900 -1.8542 -1.0437


Entry 5:
The following is a quantum chemistry calculation of a cluster of 3 separate species, C19H43N3O7S in total at a distorted geometry, from the OMol25 dataset.

HOMO: -8.7 eV
SMILES: [H]/N=C(/C)C[C@H]1CCOS(=O)(=O)C1.COCCNCCOC.COCCNCCOC
Max |F|: 2.3 eV/Å
Gap between HOMO and LUMO: 9.3 eV

Positions of all 73 atoms, in Å:
C -0.3032 -0.3434 -0.7084
C 0.9026 -0.0710 -1.5124
N 1.9451 0.3135 -0.9262
C 0.8323 -0.3128 -2.9876
C 1.0926 -1.7926 -3.2523
C 0.5069 -2.3365 -4.5314
C 0.4926 -3.8371 -4.4354
O 1.8234 -4.3870 -4.4533
S 2.7437 -3.8961 -3.2563
O 2.2476 -4.3447 -2.0172
O 4.0597 -4.2592 -3.5595
C 2.5885 -2.1202 -3.2932
H -0.9505 0.5237 -0.6512
H 0.0094 -0.6299 0.2788
H -0.8879 -1.1607 -1.1038
H 2.6850 0.4611 -1.6144
H 1.5685 0.3014 -3.4937
H -0.1570 -0.0132 -3.3160
H 0.7046 -2.3553 -2.4121
H -0.5082 -2.0125 -4.7265
H 1.1084 -2.0599 -5.3854
H -0.0706 -4.1543 -3.5659
H -0.0113 -4.2474 -5.2945
H 2.9715 -1.7700 -4.2376
H 3.1293 -1.7008 -2.4612
C 4.0919 5.8310 0.2170
O 2.9667 6.4493 0.8118
C 2.3662 7.4590 0.0095
C 0.9846 7.0367 -0.4400
N 1.0570 5.9539 -1.4134
C -0.2306 5.3434 -1.7310
C -0.9573 4.5932 -0.6189
O -0.2984 3.4169 -0.1924
C 0.6787 3.5950 0.8197
H 4.5317 5.1670 0.9589
H 3.8114 5.2366 -0.6593
H 4.8412 6.5729 -0.0748
H 2.9960 7.7141 -0.8472
H 2.2724 8.3529 0.6333
H 0.4798 7.8927 -0.8973
H 0.4204 6.7468 0.4568
H 1.6728 5.2347 -1.0562
H -0.0547 4.6340 -2.5439
H -0.8955 6.1179 -2.1263
H -1.9176 4.2648 -1.0272
H -1.1928 5.2365 0.2372
H 0.4284 4.4243 1.4860
H 1.6726 3.7505 0.3929
H 0.7179 2.6766 1.4049
C -1.0825 -4.1468 5.7735
O -1.5913 -5.0107 4.7749
C -3.0062 -5.1562 4.7981
C -3.6286 -4.5484 3.5602
N -3.5255 -3.0943 3.5805
C -3.9036 -2.4467 2.3281
C -3.0405 -2.7140 1.0989
O -1.7304 -2.1859 1.1856
C -0.7757 -3.0307 1.8090
H 0.0038 -4.2033 5.7332
H -1.3841 -3.1077 5.6026
H -1.4109 -4.4585 6.7693
H -3.4363 -4.7237 5.7056
H -3.2200 -6.2291 4.8053
H -4.6848 -4.8295 3.5156
H -3.1221 -4.9849 2.6885
H -2.5713 -2.8379 3.7987
H -3.8905 -1.3691 2.5098
H -4.9390 -2.7151 2.0957
H -3.5130 -2.1980 0.2572
H -3.0110 -3.7766 0.8298
H -0.9953 -4.0876 1.6430
H -0.7063 -2.8327 2.8817
H 0.1992 -2.8083 1.3723


Entry 6:
The following is a quantum chemistry calculation of a structure of composition C19H43OP3RuS2 at a distorted geometry, from the OMol25 dataset.

HOMO (spin up / spin down): -19.8 / -19.9 eV
Relative energy (zero: lowest compared OMol25 entry of this formula, charge and spin): 0.000 eV
Max |F|: 3.8 eV/Å
2S+1: 5
Gap between HOMO and LUMO (spin up / spin down): 7.4 / 4.2 eV
Charge: +4

Positions of all 69 atoms, in Å:
Ru -0.4450 0.0458 0.8730
P -1.7472 1.8513 1.1760
P -2.0467 -1.3500 2.0665
P 1.2823 1.1189 -0.1462
H -1.3124 -2.0601 -0.5618
C -0.3649 -1.5074 -0.5602
C 0.6073 -1.8438 0.4730
H 0.3578 -2.6442 1.1820
C -2.8595 1.9201 -0.2825
C -2.8665 2.0178 2.6245
C -0.9950 3.5324 1.2535
C -1.8003 -3.1769 2.1309
C -2.5485 -1.1220 3.8261
C -3.6289 -1.2784 1.1309
C 2.6721 0.1339 -0.8322
C 2.1935 2.3952 0.8077
C 0.5232 1.9393 -1.6014
H 0.0042 -1.1841 -1.5463
H 1.6744 -1.7836 0.2400
H -3.5021 2.8073 -0.2340
H -3.4797 1.0186 -0.3084
H -2.2530 1.9540 -1.1930
H -3.3442 3.0079 2.6184
H -2.2783 1.9229 3.5501
H -3.6545 1.2544 2.6116
H -1.7847 4.2898 1.3541
H -0.4071 3.7541 0.3580
H -0.3499 3.5951 2.1401
H -2.7074 -3.6695 2.5086
H -0.9712 -3.4173 2.8078
H -1.5739 -3.5686 1.1348
H -3.4745 -1.6741 4.0456
H -2.7060 -0.0698 4.0646
H -1.7590 -1.4890 4.4927
H -4.2904 -2.0978 1.4366
H -3.4071 -1.3862 0.0652
H -4.1447 -0.3291 1.2931
H 3.3582 0.7427 -1.4398
H 2.2756 -0.6742 -1.4615
H 3.2258 -0.3120 0.0055
H 2.8702 2.9759 0.1642
H 2.7833 1.9008 1.5910
H 1.4971 3.0840 1.2936
H 1.2749 2.3421 -2.2901
H -0.1483 2.7404 -1.2803
H -0.0796 1.1890 -2.1260
C 1.9464 -0.8328 -5.6136
C 1.2948 -0.4656 -6.8107
C 1.1736 -1.4053 -7.8421
C 1.7498 -2.6749 -7.7225
C 2.4794 -3.0034 -6.5710
C 2.6103 -2.0789 -5.5396
S 2.0107 0.1667 -4.1776
H 0.8444 0.9109 -4.1536
H 0.8747 0.5287 -6.8987
H 0.6125 -1.1629 -8.7465
H 1.6356 -3.4157 -8.5232
H 2.9355 -3.9906 -6.4674
H 3.1829 -2.3124 -4.6498
C 2.2226 1.5084 4.7443
S 0.9588 0.6306 3.8243
C 1.5848 -1.0535 4.0326
O -0.2979 0.8098 4.6285
H 3.2117 1.2578 4.3600
H 2.1254 1.2102 5.7907
H 2.0378 2.5813 4.6536
H 1.8918 -1.1460 5.0805
H 0.8020 -1.7733 3.7803
H 2.4428 -1.1845 3.3659